Formula: C33H22BrF5N3O5STi
Source: the Open Molecules 2025 dataset
Level of theory: ωB97M-V/def2-TZVPD

Structure (ORCA input):
```
! wB97M-V def2-TZVPD RIJCOSX def2/J DEFGRID3
* xyz -2 2
Br -5.186 -1.739 6.257
Ti -0.032 0.322 1.296
S -1.636 -1.468 0.658
F -2.745 0.707 -1.508
F -3.349 1.328 -4.035
F 1.828 1.563 -2.429
F 1.186 2.167 -4.972
F -1.413 2.058 -5.811
O 2.948 -0.705 3.096
O -0.293 -0.147 3.130
O -0.065 0.793 -0.650
O 2.036 0.527 1.562
O 3.701 1.277 2.699
N 2.908 0.357 2.500
N 0.364 2.780 1.049
N -1.845 1.476 1.647
C 1.104 -2.292 0.303
C -3.634 -1.215 5.255
C 2.391 -1.969 -2.205
C -0.416 1.068 -1.853
C 0.022 -1.616 0.683
C -2.004 2.609 0.918
C 2.391 -3.225 -1.595
C -0.819 4.510 -0.163
C 1.779 -4.683 0.397
C -2.677 0.029 3.409
C -2.390 -1.678 5.657
C 4.187 -2.623 -3.668
C 0.542 1.470 -2.808
C -0.791 3.314 0.588
C -2.062 5.029 -0.606
C -2.862 0.971 2.368
C -2.066 1.370 -3.631
C 3.312 -4.168 -2.041
C -1.745 1.040 -2.328
C -1.091 1.746 -4.537
C -3.213 4.360 -0.268
C -3.206 3.184 0.490
C 1.346 -3.536 -0.526
C -1.388 -0.467 3.795
C 4.204 -3.871 -3.067
C -3.792 -0.387 4.170
C 0.221 1.794 -4.109
C 3.273 -1.670 -3.230
C 0.425 5.120 -0.428
C 0.049 -3.942 -1.250
C 1.506 3.375 0.799
C -1.280 -1.288 4.915
C 1.580 4.565 0.054
H 2.394 2.883 1.179
H 0.446 6.030 -1.019
H -0.732 -4.161 -0.519
H 3.248 -0.685 -3.679
H -4.779 -0.035 3.894
H -4.146 2.688 0.690
H 4.885 -2.388 -4.463
H 2.731 -4.456 0.880
H -0.288 -1.634 5.177
H -3.867 1.366 2.238
H 2.041 -1.830 0.623
H -0.308 -3.119 -1.872
H 1.027 -4.805 1.177
H 3.346 -5.148 -1.585
H 2.546 5.013 -0.140
H 1.697 -1.216 -1.849
H 4.917 -4.621 -3.391
H 1.872 -5.634 -0.138
H -2.291 -2.327 6.516
H -4.171 4.742 -0.607
H -2.083 5.934 -1.202
H 0.210 -4.819 -1.884
*
```

Properties
* HOMO-LUMO gap (spin up / spin down): 0.157 / 0.214 Ha
* ⟨S²⟩: 0.79
* LUMO level (spin up / spin down): 4.02 / 4.02 eV

Formula: C33H23BiCl2N7S
Source: the Open Molecules 2025 dataset
Level of theory: ωB97M-V/def2-TZVPD

Structure (ORCA input):
```
! wB97M-V def2-TZVPD RIJCOSX def2/J DEFGRID3
* xyz 1 1
Bi -0.085 -0.921 -2.095
Cl 0.518 3.985 -3.389
Cl -2.268 1.097 0.303
S -1.117 1.353 -2.736
N -2.341 -1.556 -1.502
N 1.190 0.618 -0.622
N 2.123 1.598 1.097
N 3.283 3.421 7.523
N -1.749 -1.340 -4.016
N -3.330 -1.415 -2.242
N -0.114 -2.040 -0.109
C 2.281 -2.484 -0.031
C 3.091 3.106 6.435
C -1.472 -1.193 -5.314
C -4.044 -0.891 -4.468
C -1.332 3.573 0.687
C -0.912 2.601 -1.510
C 2.370 1.975 2.456
C -3.752 -0.737 -5.812
C -1.452 -2.772 1.804
C 1.223 0.682 0.691
C 3.913 2.412 4.226
C -2.516 -1.921 -0.185
C 2.705 2.148 -0.032
C 1.298 2.274 3.281
C -0.241 3.791 -1.843
C 3.350 -3.372 0.042
C -1.435 2.528 -0.217
C -0.136 4.846 -0.953
C -3.873 -2.519 1.695
C 1.822 -5.195 0.312
C -2.689 -2.885 2.380
C 3.128 -4.726 0.219
C -1.316 -2.249 0.496
C 0.967 -2.948 0.061
C -3.784 -2.051 0.421
C 2.845 2.712 5.066
C -2.447 -0.899 -6.251
C -3.009 -1.194 -3.606
C 2.120 1.532 -1.088
C 1.536 2.636 4.596
C -0.685 4.738 0.313
C 3.675 2.035 2.916
C 0.751 -4.322 0.221
H -4.834 -2.617 2.182
H -1.779 3.472 1.667
H -4.538 -0.494 -6.515
H -2.764 -3.254 3.396
H 3.962 -5.414 0.278
H 4.496 1.776 2.259
H 2.468 -1.423 -0.141
H -5.043 -0.774 -4.073
H 3.446 2.928 0.029
H -0.263 -4.700 0.270
H 1.635 -6.253 0.442
H 4.362 -2.993 -0.030
H 0.630 0.083 1.366
H 0.288 2.229 2.892
H -2.188 -0.807 -7.297
H 4.925 2.463 4.605
H -0.434 -1.313 -5.605
H -0.612 5.565 1.008
H 0.714 2.875 5.257
H 2.275 1.704 -2.143
H 0.382 5.745 -1.260
H -4.660 -1.773 -0.149
H -0.558 -3.055 2.345
*
```

Properties
* HOMO-LUMO gap: 0.220 Ha
* LUMO level: -4.25 eV

Formula: C33H24ClIIrN6O2
Source: the Open Molecules 2025 dataset
Level of theory: ωB97M-V/def2-TZVPD

Structure (ORCA input):
```
! wB97M-V def2-TZVPD RIJCOSX def2/J DEFGRID3
* xyz 2 2
Ir -0.338 0.096 -0.376
I -1.168 -3.613 3.448
Cl -6.580 -2.271 2.329
O -0.965 -1.542 1.120
O -0.637 1.495 1.233
N 0.994 0.391 2.387
N -2.742 0.194 0.010
N 1.710 -0.591 -1.319
N -0.693 1.328 -2.188
N 1.342 -0.052 1.200
N -1.174 -1.304 -1.931
C -4.974 0.975 -0.264
C -2.079 1.875 3.608
C -0.547 2.655 -2.155
C -3.979 -2.762 2.664
C -1.242 3.495 -3.007
C 1.887 -0.770 -2.625
C -2.174 -1.629 1.429
C 3.031 -1.340 -3.153
C -0.062 1.326 4.827
C -4.548 -0.934 1.123
C -1.595 -0.708 -3.058
C -1.208 -2.629 -1.821
C -3.599 1.058 -0.499
C -0.742 1.472 3.618
C -2.087 -2.843 -4.022
C -2.253 1.549 -3.965
C -2.744 2.083 4.803
C -2.635 -2.573 2.412
C -0.726 1.563 6.017
C -2.070 1.916 6.006
C -2.119 2.929 -3.920
C 4.022 -1.759 -2.279
C -5.452 -0.031 0.540
C -0.109 1.124 2.341
C 2.475 -0.600 0.935
C 3.551 -0.775 1.954
C 3.850 -1.558 -0.920
C -1.662 -3.440 -2.845
C 2.683 -0.951 -0.466
C -2.054 -1.460 -4.130
C -1.519 0.767 -3.085
C -3.186 -0.769 0.823
C -4.932 -1.984 2.024
H -2.930 1.092 -4.672
H -0.199 1.469 6.957
H 4.616 -1.864 -0.223
H -2.686 3.551 -4.600
H 4.924 -2.225 -2.652
H -2.578 2.011 2.657
H 3.807 -1.831 2.060
H -0.862 -3.044 -0.882
H -1.679 -4.513 -2.723
H -6.509 -0.121 0.751
H -4.294 -3.513 3.375
H -3.785 2.378 4.805
H -2.440 -3.444 -4.849
H 3.224 -0.397 2.917
H 1.087 -0.430 -3.272
H 0.978 1.031 4.812
H 4.450 -0.240 1.642
H -3.193 1.859 -1.106
H -5.640 1.705 -0.701
H -2.594 2.060 6.941
H -1.097 4.564 -2.954
H -2.373 -0.983 -5.044
H 0.157 3.046 -1.432
H 3.137 -1.443 -4.224
*
```

Properties
* HOMO-LUMO gap (spin up / spin down): 0.171 / 0.153 Ha
* ⟨S²⟩: 0.76
* LUMO level (spin up / spin down): -7.51 / -7.95 eV

Formula: C33H24ClIIrN6O2
Source: the Open Molecules 2025 dataset
Level of theory: ωB97M-V/def2-TZVPD

Structure (ORCA input):
```
! wB97M-V def2-TZVPD RIJCOSX def2/J DEFGRID3
* xyz 2 2
Ir 0.472 -0.594 -0.152
I 1.654 -4.267 -3.597
Cl -2.015 -1.054 -6.519
O -1.377 -1.244 0.177
O 1.002 -1.870 -1.542
N -0.608 0.228 -1.751
N 1.155 -1.973 1.234
N 2.602 -0.293 -0.129
N 0.990 1.883 -0.258
N -0.173 0.450 1.505
N -1.164 -0.205 2.211
C 0.431 -2.606 -3.749
C 2.400 -1.793 1.719
C 1.917 3.913 -1.072
C 2.017 4.396 0.222
C 1.395 2.643 -1.268
C -5.134 -3.261 2.723
C 1.040 2.361 0.991
C 0.319 1.536 1.987
C 0.402 -2.976 1.698
C 5.345 -0.026 0.177
C 3.336 0.354 -1.038
C -0.526 -0.606 -2.833
C -3.389 -1.676 3.184
C -2.951 -1.790 1.863
C 1.557 3.615 1.275
C 4.701 0.514 -0.924
C -2.145 0.745 -3.991
C 0.323 -1.733 -2.694
C -2.236 1.534 -2.875
C -3.610 -2.639 0.974
C -1.280 -0.368 -3.997
C 4.599 -0.752 1.090
C 2.052 -3.522 3.328
C -1.126 -1.292 -5.063
C -4.478 -2.415 3.609
C -4.703 -3.371 1.407
C 2.862 -2.531 2.791
C 0.050 2.033 3.361
C -1.779 -1.031 1.417
C -0.295 -2.369 -4.935
C 3.234 -0.886 0.904
C -1.442 1.246 -1.758
C 0.824 -3.774 2.743
H -1.489 1.850 -0.863
H 5.083 -1.237 1.924
H -2.878 -1.009 3.864
H -3.274 -2.716 -0.051
H -5.221 -4.024 0.719
H -4.822 -2.330 4.631
H 1.577 3.983 2.291
H -5.988 -3.834 3.059
H 1.003 2.187 3.874
H -0.200 -3.063 -5.759
H 2.396 -4.112 4.166
H 1.282 2.229 -2.264
H 6.413 0.083 0.306
H -2.745 0.954 -4.866
H -0.550 1.320 3.915
H 5.242 1.042 -1.697
H 2.228 4.506 -1.921
H 2.815 0.727 -1.904
H 2.422 5.380 0.412
H 0.181 -4.572 3.085
H 3.849 -2.357 3.190
H -0.546 -3.145 1.209
H -0.469 2.992 3.339
H -2.911 2.377 -2.838
*
```

Properties
* HOMO-LUMO gap (spin up / spin down): 0.253 / 0.187 Ha
* ⟨S²⟩: 0.76
* LUMO level (spin up / spin down): -6.24 / -7.88 eV

Number 1: total energy -6132.2615 Eh. Number 2: total energy -3187.6214 Eh. Number 3: total energy -2612.6096 Eh. Number 4: total energy -2612.7146 Eh.